1.
{"formula": "C21H20N3O", "method": "ωB97M-V/def2-TZVPD", "elements": ["C", "C", "N", "C", "C", "C", "C", "C", "C", "C", "C", "C", "C", "C", "C", "H", "H", "H", "H", "H", "H", "H", "H", "H", "H", "H", "H", "C", "C", "O", "N", "C", "C", "C", "N", "C", "C", "H", "H", "H", "H", "H", "H", "H", "H"], "positions_angstrom": [[-2.4433, 0.4091, -2.2885], [-2.0115, -0.9025, -1.7847], [-0.8053, -1.4674, -2.0218], [-0.4254, -2.7570, -1.5374], [-1.1267, -3.6843, -0.7744], [-0.5225, -4.8813, -0.4536], [0.7750, -5.1725, -0.8812], [1.4878, -4.2709, -1.6365], [0.8836, -3.0555, -1.9667], [1.3481, -1.9344, -2.7341], [0.3129, -0.9753, -2.7603], [0.5059, 0.2181, -3.4472], [1.7039, 0.4374, -4.0889], [2.7238, -0.5145, -4.0622], [2.5588, -1.7024, -3.3898], [-3.4609, 0.6465, -1.9658], [-1.7901, 1.2016, -1.9167], [-2.4329, 0.4312, -3.3808], [-2.6962, -1.4604, -1.1722], [-2.1271, -3.4634, -0.4481], [-1.0619, -5.6053, 0.1344], [1.2209, -6.1168, -0.6178], [2.4864, -4.4900, -1.9731], [-0.2700, 0.9587, -3.4774], [1.8551, 1.3612, -4.6214], [3.6495, -0.3146, -4.5749], [3.3401, -2.4419, -3.3668], [1.1452, 4.3192, 5.9188], [0.9752, 3.4560, 4.7143], [1.9379, 2.8822, 4.2518], [-0.2928, 3.3543, 4.1592], [-0.6279, 2.5894, 3.0233], [-1.7923, 2.8290, 2.3118], [-2.1003, 2.0454, 1.2261], [-1.3649, 1.0340, 0.7973], [-0.2550, 0.8081, 1.4784], [0.1547, 1.5442, 2.5639], [0.1953, 4.5441, 6.4045], [1.7854, 3.8189, 6.6440], [1.6208, 5.2605, 5.6475], [-1.0494, 3.8699, 4.5987], [-2.4379, 3.6379, 2.6013], [-2.9991, 2.2494, 0.6617], [0.3488, -0.0211, 1.1377], [1.0782, 1.3253, 3.0672]], "forces_ev_per_a": [[-0.26, 0.27, -0.11], [3.02, -0.68, -0.60], [-3.01, 1.24, 0.65], [1.02, -1.64, 0.38], [-0.29, 0.94, -0.34], [0.34, -0.17, -0.06], [-0.37, -0.10, 0.21], [-0.28, 0.77, -0.25], [-0.73, -0.55, 0.59], [0.01, 0.88, -0.46], [1.31, 0.20, -0.69], [-0.89, -0.12, 0.46], [0.46, -0.19, -0.11], [-0.17, 0.45, -0.15], [-0.74, -0.28, 0.47], [0.23, -0.24, 0.05], [0.10, -0.09, 0.02], [0.11, -0.04, -0.06], [0.08, -0.41, 0.16], [-0.27, -0.12, 0.19], [-0.08, -0.06, 0.07], [0.04, -0.15, 0.06], [0.17, -0.04, -0.05], [-0.02, 0.25, -0.11], [-0.01, 0.13, -0.06], [0.13, 0.05, -0.09], [0.14, -0.14, 0.02], [-0.67, 0.34, 0.58], [0.61, -0.36, -0.24], [-0.17, -0.04, -0.19], [-0.36, -0.02, -0.17], [0.19, 0.09, 0.33], [-0.12, 0.45, 0.35], [-0.52, 0.24, -0.13], [-0.18, -0.36, -0.60], [0.33, -0.26, 0.01], [0.68, -0.16, 0.42], [-0.01, 0.10, 0.04], [0.02, -0.06, -0.18], [0.02, -0.03, -0.13], [0.35, -0.11, -0.21], [-0.27, 0.19, 0.00], [-0.18, 0.08, -0.01], [0.16, -0.09, 0.01], [0.09, -0.16, -0.06]], "lowdin_charge": [-0.04, 0.06, 0.09, -0.12, 0.00, -0.05, -0.05, 0.01, -0.09, -0.09, -0.10, 0.01, -0.05, -0.04, 0.02, 0.10, 0.09, 0.11, 0.14, 0.11, 0.12, 0.12, 0.12, 0.09, 0.12, 0.12, 0.12, 0.01, -0.50, 0.07, 0.14, -0.21, -0.01, -0.16, 0.04, -0.14, 0.01, 0.08, 0.10, 0.10, 0.15, 0.11, 0.10, 0.10, 0.10], "energy_ha": -1051.535436, "total_charge": 1}

***

2.
{"formula": "C21H20N5PtS", "method": "ωB97M-V/def2-TZVPD", "elements": ["Pt", "C", "N", "C", "C", "N", "C", "S", "C", "C", "C", "C", "C", "N", "H", "H", "H", "H", "H", "H", "H", "H", "H", "C", "N", "C", "C", "C", "C", "C", "N", "C", "C", "C", "C", "C", "C", "H", "H", "H", "H", "H", "H", "H", "H", "H", "H", "H"], "positions_angstrom": [[0.3348, -0.1246, 0.2646], [-0.0184, -1.0501, -4.7832], [-1.1443, -0.7402, -3.8853], [-2.4820, -0.9931, -4.1595], [-3.1848, -0.5831, -3.0974], [-2.2674, -0.0695, -2.1739], [-1.0119, -0.1798, -2.6789], [0.5018, 0.2738, -2.0058], [-2.6989, 0.5957, -0.9623], [-3.8937, 1.2878, -0.9931], [-4.3751, 1.8194, 0.1902], [-3.6497, 1.6393, 1.3547], [-2.4492, 0.9638, 1.2723], [-1.9647, 0.4540, 0.1260], [-0.4199, -1.5763, -5.6426], [0.6946, -1.6774, -4.2569], [0.4679, -0.1351, -5.1053], [-2.7998, -1.4620, -5.0746], [-4.2358, -0.6509, -2.8809], [-4.4301, 1.4159, -1.9234], [-5.3088, 2.3685, 0.1974], [-3.9934, 2.0222, 2.3065], [-1.8347, 0.8078, 2.1488], [1.2278, 0.9844, 2.9246], [0.8310, -0.2286, 2.2024], [1.0537, -1.4251, 2.6471], [0.7493, -2.4960, 1.7876], [0.7732, -3.8771, 1.8768], [0.2697, -4.3556, 0.6571], [-0.0264, -3.2386, -0.1301], [0.2560, -2.1196, 0.5560], [2.4355, 1.6118, 2.2891], [3.7109, 1.4101, 2.7976], [4.8188, 1.9368, 2.1420], [4.6547, 2.6652, 0.9707], [3.3791, 2.8750, 0.4584], [2.2771, 2.3553, 1.1215], [1.3949, 0.7309, 3.9715], [0.3950, 1.6886, 2.8770], [1.4751, -1.5726, 3.6375], [1.0976, -4.4569, 2.7287], [0.1289, -5.3861, 0.3695], [-0.4292, -3.2026, -1.1324], [3.8427, 0.8379, 3.7106], [5.8104, 1.7765, 2.5449], [5.5180, 3.0789, 0.4651], [3.2431, 3.4547, -0.4460], [1.2766, 2.5463, 0.7352]], "forces_ev_per_a": [[1.10, -0.20, -0.32], [-0.38, 0.02, 0.24], [0.19, -0.19, -0.64], [0.36, -0.03, -0.11], [0.11, 0.12, 0.37], [-0.45, 0.29, 0.45], [-0.07, 0.18, 0.24], [-0.30, -0.45, -0.27], [0.29, -0.37, -0.34], [-0.27, 0.14, -0.14], [-0.13, 0.06, -0.08], [0.04, 0.01, 0.09], [0.10, -0.05, -0.34], [-0.97, 0.46, 0.43], [0.01, -0.02, -0.03], [0.05, -0.02, 0.02], [0.02, 0.06, 0.00], [0.04, 0.02, 0.04], [0.05, 0.03, -0.01], [0.00, 0.04, 0.05], [0.05, -0.03, -0.01], [0.00, -0.02, -0.06], [0.03, -0.03, 0.03], [-0.20, -0.27, 0.04], [-0.18, -0.01, 0.28], [0.12, 0.07, 0.23], [-0.05, 0.28, 0.06], [-0.16, -0.49, -0.18], [0.06, 0.12, 0.20], [-0.02, 0.11, -0.06], [0.54, 0.10, -0.12], [0.08, 0.04, -0.17], [0.08, -0.01, -0.01], [-0.11, 0.00, -0.02], [-0.08, 0.00, 0.05], [0.06, -0.01, 0.00], [0.02, -0.11, -0.02], [0.09, 0.03, 0.06], [-0.09, 0.00, 0.05], [-0.03, 0.00, 0.02], [-0.05, 0.03, -0.08], [0.01, 0.08, 0.02], [0.10, 0.01, 0.05], [0.00, 0.03, -0.05], [-0.02, 0.01, 0.00], [-0.03, -0.02, 0.01], [0.01, -0.03, 0.02], [-0.04, 0.05, 0.01]], "lowdin_charge": [0.89, 0.00, -0.11, -0.01, -0.01, 0.02, -0.66, 0.63, -0.25, 0.01, -0.03, -0.03, -0.11, 0.02, 0.10, 0.09, 0.10, 0.14, 0.13, 0.12, 0.12, 0.12, 0.10, -0.16, -0.17, -0.06, -0.33, -0.03, -0.07, -0.14, -0.13, -0.24, -0.03, -0.06, -0.07, -0.07, -0.08, 0.13, 0.11, 0.15, 0.11, 0.10, 0.10, 0.12, 0.11, 0.11, 0.11, 0.10], "energy_ha": -1603.302199, "total_charge": 1}

***

3.
{"formula": "C21H20N6O3S2", "method": "ωB97M-V/def2-TZVPD", "elements": ["C", "C", "C", "C", "C", "C", "C", "N", "C", "C", "N", "C", "O", "C", "C", "C", "C", "O", "N", "N", "C", "S", "C", "C", "O", "N", "C", "N", "C", "C", "S", "C", "H", "H", "H", "H", "H", "H", "H", "H", "H", "H", "H", "H", "H", "H", "H", "H", "H", "H", "H", "H"], "positions_angstrom": [[-2.7830, -4.3249, -0.9981], [-1.5306, -3.7162, -0.4533], [-0.5012, -4.4885, 0.0687], [0.6375, -3.8968, 0.5830], [0.7971, -2.5174, 0.5997], [2.0244, -1.8961, 1.1909], [-0.2309, -1.7488, 0.0533], [-0.1543, -0.3357, 0.0467], [-0.9454, 0.5546, 0.7275], [-2.0611, 0.1793, 1.6442], [-3.2856, 0.8384, 1.2519], [-4.2197, 0.2192, 0.4885], [-4.1848, -0.9660, 0.2086], [-5.3154, 1.0985, 0.0571], [-6.4358, 0.8040, -0.6773], [-7.1485, 2.0143, -0.8099], [-6.4138, 2.9542, -0.1508], [-5.3075, 2.4158, 0.3757], [-0.5974, 1.7750, 0.4313], [0.4081, 1.7314, -0.4536], [0.6776, 0.4736, -0.6762], [1.8842, -0.1556, -1.7542], [2.7447, 1.4063, -2.1686], [4.2262, 1.1551, -2.1488], [4.9143, 1.1200, -3.1394], [4.8074, 0.9100, -0.9196], [4.2885, 1.0333, 0.3374], [3.1485, 1.5292, 0.6546], [2.9427, 1.5216, 1.9925], [3.9508, 1.0045, 2.7354], [5.2466, 0.4864, 1.7196], [-1.3754, -2.3381, -0.4641], [-2.9447, -5.3187, -0.5880], [-2.7157, -4.4096, -2.0828], [-3.6353, -3.6921, -0.7616], [-0.5953, -5.5645, 0.0839], [1.4207, -4.5158, 0.9960], [2.4478, -2.5435, 1.9552], [2.7771, -1.7466, 0.4160], [1.8018, -0.9272, 1.6352], [-1.8152, 0.4720, 2.6705], [-2.2339, -0.8993, 1.5993], [-3.2943, 1.8456, 1.3069], [-6.6990, -0.1589, -1.0627], [-8.0755, 2.1651, -1.3232], [-6.5699, 4.0037, 0.0057], [2.4451, 1.7072, -3.1715], [2.4239, 2.1254, -1.4155], [5.7869, 0.6543, -0.9755], [2.0186, 1.9241, 2.3653], [4.0190, 0.8952, 3.7978], [-2.1662, -1.7171, -0.8572]], "forces_ev_per_a": [[-0.02, 0.00, -0.08], [0.07, 0.07, 0.08], [-0.02, 0.06, -0.01], [-0.02, 0.02, -0.05], [-0.01, 0.14, 0.04], [0.03, -0.02, 0.00], [-0.07, -0.70, -0.07], [0.16, 0.78, -0.03], [0.11, -0.01, 0.01], [-0.05, -0.13, 0.05], [0.03, 0.17, 0.15], [0.20, 0.36, 0.35], [-0.12, -0.15, -0.15], [-0.90, -0.63, -0.73], [0.81, -0.01, 0.48], [0.21, 0.48, 0.25], [-0.73, -0.04, -0.44], [0.44, -0.01, 0.27], [-0.98, 0.01, 0.87], [0.68, -0.19, -0.75], [-0.08, 0.14, -0.04], [0.21, -0.07, -0.33], [-0.46, -0.19, -0.19], [-0.16, 0.02, 0.04], [0.02, 0.01, -0.22], [0.75, -0.19, -0.21], [0.30, -0.22, 1.18], [0.10, 0.20, -0.90], [0.32, -0.19, 0.66], [-0.02, 0.02, -0.07], [-0.53, 0.21, -0.42], [0.15, -0.06, -0.02], [-0.06, -0.07, 0.00], [-0.07, -0.05, -0.07], [-0.12, -0.02, 0.00], [-0.03, -0.12, 0.01], [0.08, -0.06, 0.06], [0.02, -0.02, 0.06], [0.08, 0.08, 0.06], [0.08, 0.02, 0.02], [-0.03, -0.13, -0.14], [0.04, 0.17, 0.13], [-0.07, -0.04, -0.05], [0.02, -0.23, -0.05], [-0.19, 0.11, -0.08], [0.08, 0.13, 0.07], [0.15, 0.04, 0.12], [0.06, 0.04, -0.10], [-0.21, 0.09, -0.14], [-0.17, 0.05, 0.17], [-0.02, 0.02, 0.25], [-0.06, 0.09, -0.02]], "lowdin_charge": [-0.04, -0.26, -0.03, -0.03, -0.21, -0.04, -0.18, 0.04, -0.27, -0.08, 0.09, -0.42, 0.06, -0.19, 0.01, -0.05, -0.10, 0.05, 0.07, 0.02, -0.62, 1.03, -0.33, -0.53, 0.09, 0.10, -0.62, 0.04, -0.25, -0.41, 1.03, 0.03, 0.08, 0.09, 0.08, 0.11, 0.11, 0.09, 0.06, 0.07, 0.13, 0.12, 0.14, 0.12, 0.10, 0.12, 0.09, 0.06, 0.15, 0.11, 0.06, 0.12], "energy_ha": -2162.904535, "smiles": "Cc1ccc(C)c(-n2c(CNC(=O)c3ccco3)nnc2SCC(=O)Nc2nccs2)c1"}

***

4.
{"formula": "C21H21AsBaN3", "method": "ωB97M-V/def2-TZVPD", "elements": ["Ba", "C", "C", "N", "C", "C", "C", "C", "C", "C", "C", "N", "C", "C", "C", "C", "C", "C", "C", "C", "N", "C", "H", "H", "H", "H", "H", "H", "H", "H", "H", "H", "H", "H", "C", "As", "C", "C", "H", "H", "H", "H", "H", "H", "H", "H", "H"], "positions_angstrom": [[0.9693, -2.1417, 0.4227], [-1.5348, -1.2601, 4.3634], [-0.5319, -1.7501, 3.5088], [-0.0159, -1.0504, 2.5238], [-0.4332, 0.2389, 2.2926], [-1.3943, 0.8213, 3.1357], [-1.9471, 0.0254, 4.1656], [-1.7544, 2.1858, 2.9831], [-1.1171, 2.9109, 2.0287], [-0.1728, 2.3278, 1.1475], [0.1664, 0.9894, 1.1896], [1.0258, 0.2827, 0.3478], [1.6338, 0.8149, -0.7976], [1.2426, 1.9050, -1.5486], [1.9897, 2.3670, -2.6625], [3.1286, 1.7533, -3.0698], [3.5309, 0.5629, -2.4102], [4.6645, -0.1750, -2.8193], [4.9889, -1.3522, -2.2136], [4.1344, -1.8132, -1.1962], [3.0939, -1.1377, -0.7667], [2.7786, 0.0780, -1.3281], [-1.9311, -1.8771, 5.1570], [-0.1414, -2.7534, 3.6658], [-2.6958, 0.4670, 4.8132], [-2.4816, 2.6241, 3.6535], [-1.3297, 3.9677, 1.9258], [0.3034, 2.9889, 0.4469], [0.3338, 2.4309, -1.3167], [1.6336, 3.2454, -3.1866], [3.7134, 2.1291, -3.8992], [5.2693, 0.2064, -3.6337], [5.8539, -1.9292, -2.5065], [4.3325, -2.7722, -0.7237], [-3.5223, -1.3402, 0.5347], [-2.0493, -1.4918, -0.7196], [-2.9185, -2.5136, -2.1234], [-2.0534, 0.2740, -1.5255], [-4.4449, -1.0945, 0.0108], [-3.2953, -0.5557, 1.2564], [-3.6476, -2.2828, 1.0649], [-3.7925, -1.9686, -2.4779], [-3.2284, -3.4819, -1.7342], [-2.2393, -2.6725, -2.9589], [-3.0198, 0.4977, -1.9744], [-1.2768, 0.3117, -2.2889], [-1.8179, 1.0078, -0.7562]], "forces_ev_per_a": [[0.37, -1.35, -0.17], [0.21, 0.01, -0.15], [-0.21, 0.09, 0.19], [-0.23, 0.49, 0.08], [0.36, -0.28, -0.27], [-0.20, 0.29, 0.25], [-0.08, 0.08, 0.07], [0.01, -0.29, 0.11], [0.23, 0.00, -0.21], [-0.18, 0.30, 0.16], [0.23, -0.51, -0.13], [-0.13, 0.98, -0.02], [0.00, -0.41, 0.33], [0.15, 0.15, -0.30], [-0.32, 0.05, 0.23], [0.22, -0.22, -0.02], [0.00, 0.30, -0.22], [0.05, 0.07, -0.11], [-0.15, -0.07, 0.13], [0.20, 0.12, -0.13], [0.01, 0.42, -0.06], [-0.16, -0.37, 0.49], [0.00, 0.00, -0.01], [0.00, 0.00, -0.07], [0.00, 0.00, -0.02], [-0.01, 0.00, -0.04], [0.02, -0.01, -0.03], [0.05, 0.01, -0.04], [-0.04, 0.03, 0.04], [0.00, -0.01, 0.02], [-0.01, -0.01, 0.01], [-0.02, 0.03, 0.02], [-0.02, -0.01, -0.01], [-0.02, 0.02, 0.02], [-0.05, 0.06, 0.06], [-0.07, -0.02, -0.11], [-0.10, 0.00, -0.09], [0.03, 0.01, -0.01], [-0.01, 0.02, 0.00], [-0.01, -0.01, 0.02], [-0.03, 0.00, 0.01], [-0.04, -0.05, -0.01], [-0.02, -0.01, -0.01], [0.02, 0.01, 0.00], [-0.03, 0.00, 0.02], [-0.02, 0.04, -0.02], [-0.01, 0.04, -0.01]], "lowdin_charge": [1.74, -0.04, -0.16, -0.14, -0.19, -0.17, 0.00, -0.04, -0.06, -0.03, -0.26, -0.21, -0.24, -0.04, -0.06, -0.04, -0.15, 0.01, -0.04, -0.15, -0.12, -0.17, 0.11, 0.11, 0.13, 0.12, 0.11, 0.09, 0.09, 0.11, 0.12, 0.13, 0.11, 0.11, -0.31, 0.94, -0.33, -0.30, 0.04, 0.01, 0.03, 0.03, 0.03, 0.02, 0.04, 0.03, 0.01], "energy_ha": -3238.240749, "total_charge": 1}

***

Number 1: gap between HOMO and LUMO 7.035 eV. Number 2: gap between HOMO and LUMO 6.902 eV. Number 3: gap between HOMO and LUMO 8.909 eV. Number 4: gap between HOMO and LUMO 6.579 eV.